Record 1
ORCA calculation (wB97M-V/def2-TZVPD) on 2 unconnected molecules or ions with the total composition C5H12IN2 in a non-equilibrium geometry.

Each line ends with the natural charge from an NBO analysis.
Cartesian coordinates (Å):
C (0.20, 0.28, -0.21)  0.143
C (-0.24, -1.34, -3.19)  -0.614
C (0.03, 0.71, 4.59)  -0.782
C (-0.87, -0.19, -2.41)  -0.240
C (-0.54, 0.81, 3.26)  0.015
N (-0.65, -0.34, -0.97)  -0.593
N (1.08, 1.17, -0.62)  -0.804
I (-1.92, 2.22, 2.70)  0.530
H (-0.47, -1.23, -4.24)  0.225
H (0.84, -1.36, -3.06)  0.213
H (-0.64, -2.30, -2.85)  0.212
H (1.11, 0.51, 4.52)  0.299
H (-0.38, -0.17, 5.10)  0.322
H (-0.15, 1.58, 5.21)  0.262
H (-0.46, 0.76, -2.74)  0.191
H (-1.95, -0.17, -2.58)  0.208
H (-0.23, 0.14, 2.47)  0.248
H (-1.22, -1.06, -0.54)  0.396
H (1.68, 1.61, 0.06)  0.401
H (1.23, 1.42, -1.59)  0.368

- Net charge: +1
- E: -604.542053 hartree
- HOMO energy (alpha / beta): -0.405 / -0.410 Ha
- 2S+1: 1
- ΔE to the lowest compared entry with this formula, charge and spin: 86.1 kcal/mol

=====

Record 2
ORCA calculation (wB97M-V/def2-TZVPD) on a gas-phase ion, C5H12IN2S (charge +1) in a non-equilibrium geometry.

Each line ends with the natural charge from an NBO analysis.
Cartesian coordinates (Å):
C (1.78, 1.22, -1.05)  0.586
C (3.31, 1.41, -1.01)  -0.681
C (-2.95, -1.88, 0.32)  -0.609
C (-2.26, -0.66, 1.08)  -0.480
C (-0.77, -0.59, 1.04)  -0.392
N (0.96, 2.22, -1.41)  -0.739
N (1.32, 0.04, -0.61)  -0.672
S (-0.39, -0.26, -0.72)  0.454
I (-0.06, 1.12, 2.33)  0.070
H (3.69, 0.68, -1.77)  0.265
H (3.71, 1.38, 0.04)  0.285
H (3.37, 2.44, -1.44)  0.241
H (-2.97, -2.91, 0.82)  0.228
H (-2.39, -2.05, -0.64)  0.206
H (-3.97, -1.67, 0.25)  0.232
H (-2.66, 0.24, 0.55)  0.211
H (-2.66, -0.55, 2.03)  0.247
H (-0.35, -1.42, 1.56)  0.236
H (1.27, 3.19, -1.58)  0.449
H (-0.07, 2.03, -1.25)  0.443
H (1.99, -0.64, -0.57)  0.419

- Net charge: +1
- E: -1002.842571 hartree
- HOMO energy: -0.475 Ha
- SMILES string: CC[C@H](I)S/[NH+]=C(/C)N
- 2S+1: 1
- ΔE to the lowest compared entry with this formula, charge and spin: 0.0 kcal/mol

=====

Record 3
ORCA calculation (wB97M-V/def2-TZVPD) on 2 unconnected molecules or ions with the total composition C5H12N in a non-equilibrium geometry.

Each line ends with the natural charge from an NBO analysis.
Cartesian coordinates (Å):
C (1.86, -0.63, 1.40)  -0.654
C (1.71, -0.92, -0.06)  -0.281
C (1.68, 0.34, -0.96)  -0.437
C (0.25, 0.74, -1.15)  -0.243
C (-0.69, -0.15, -1.15)  0.292
N (-3.97, 0.54, 0.77)  -1.062
H (0.92, -0.38, 1.92)  0.234
H (2.19, -1.47, 2.01)  0.253
H (2.59, 0.15, 1.60)  0.247
H (2.45, -1.63, -0.43)  0.250
H (0.67, -1.31, -0.35)  0.166
H (2.14, 1.24, -0.52)  0.257
H (2.19, 0.18, -1.92)  0.278
H (0.12, 1.72, -1.63)  0.359
H (-1.77, 0.04, -1.11)  0.263
H (-3.23, 0.43, 0.12)  0.319
H (-4.56, -0.27, 0.76)  0.374
H (-4.56, 1.36, 0.69)  0.385

- Net charge: +1
- E: -251.997883 hartree
- HOMO energy: -0.482 Ha
- 2S+1: 1
- ΔE to the lowest compared entry with this formula, charge and spin: 146.4 kcal/mol

=====

Record 4
ORCA calculation (wB97M-V/def2-TZVPD) on a gas-phase ion, C5H12N (charge +1) in a non-equilibrium geometry.

Each line ends with the natural charge from an NBO analysis.
Cartesian coordinates (Å):
C (-1.36, -1.10, 0.89)  -0.186
C (-0.37, -1.49, -0.21)  -0.479
C (-0.06, -0.49, -1.27)  -0.292
C (1.00, 0.30, -1.02)  -0.111
C (1.11, 1.78, -0.70)  -0.701
N (-0.50, 0.19, 1.32)  -0.753
H (-1.37, -1.76, 1.79)  0.248
H (-2.43, -0.97, 0.65)  0.259
H (-0.50, -2.59, -0.68)  0.268
H (0.54, -1.61, 0.35)  0.209
H (-0.84, -0.23, -2.03)  0.241
H (2.05, -0.12, -1.01)  0.222
H (1.93, 2.27, -1.46)  0.272
H (1.51, 1.95, 0.30)  0.236
H (0.13, 2.31, -0.80)  0.221
H (-0.60, 0.61, 0.39)  0.462
H (0.48, -0.03, 1.56)  0.441
H (-0.73, 0.97, 1.93)  0.444

- Net charge: +1
- E: -252.062864 hartree
- HOMO energy: -0.460 Ha
- SMILES string: C/C=C/CC[NH3+]
- 2S+1: 1
- ΔE to the lowest compared entry with this formula, charge and spin: 105.6 kcal/mol

=====

Record 5
ORCA calculation (wB97M-V/def2-TZVPD) on a gas-phase ion, C5H12N (charge +1) in a non-equilibrium geometry.

Each line ends with the natural charge from an NBO analysis.
Cartesian coordinates (Å):
C (-0.14, -2.02, 0.36)  -0.223
C (-0.26, -0.65, 1.08)  -0.463
C (-0.17, 0.50, -0.04)  -0.363
C (-0.46, 1.75, 0.34)  -0.043
C (-0.30, 2.85, -0.64)  -0.682
N (1.08, -1.91, -0.61)  -0.745
H (-0.01, -2.97, 1.01)  0.242
H (-1.02, -2.36, -0.28)  0.233
H (-1.25, -0.67, 1.53)  0.261
H (0.51, -0.68, 1.81)  0.229
H (-0.37, 0.26, -1.07)  0.221
H (-0.79, 1.95, 1.33)  0.214
H (0.10, 3.68, -0.01)  0.246
H (0.31, 2.68, -1.50)  0.232
H (-1.21, 3.25, -1.27)  0.252
H (0.95, -2.36, -1.55)  0.466
H (1.12, -0.92, -0.43)  0.472
H (1.92, -2.37, -0.06)  0.452

- Net charge: +1
- E: -252.129431 hartree
- HOMO energy: -0.488 Ha
- SMILES string: C/C=C/CC[NH3+]
- 2S+1: 1
- ΔE to the lowest compared entry with this formula, charge and spin: 63.8 kcal/mol

=====

Record 6
ORCA calculation (wB97M-V/def2-TZVPD) on a gas-phase ion, C5H12N (charge +1) in a non-equilibrium geometry.

Each line ends with the natural charge from an NBO analysis.
Cartesian coordinates (Å):
C (-1.18, 1.01, 0.86)  -0.240
C (0.18, 0.48, 1.35)  -0.410
C (1.35, 0.13, 0.32)  -0.469
C (0.90, -1.45, -1.49)  -0.407
C (1.04, -0.19, -1.09)  -0.227
N (-1.76, -0.01, -0.09)  -0.703
H (-1.82, 1.11, 1.73)  0.242
H (-0.96, 1.97, 0.37)  0.238
H (-0.05, -0.51, 1.85)  0.203
H (0.65, 1.14, 2.07)  0.256
H (1.98, 1.03, 0.48)  0.238
H (1.92, -0.67, 0.81)  0.240
H (1.20, -2.37, -0.99)  0.224
H (0.78, -1.72, -2.55)  0.221
H (1.03, 0.64, -1.81)  0.230
H (-2.06, 0.34, -1.00)  0.449
H (-2.57, -0.50, 0.31)  0.445
H (-1.00, -0.68, -0.25)  0.470

- Net charge: +1
- E: -252.171096 hartree
- HOMO energy: -0.513 Ha
- SMILES string: C=CCCC[NH3+]
- 2S+1: 1
- ΔE to the lowest compared entry with this formula, charge and spin: 37.7 kcal/mol

=====

Record 7
ORCA calculation (wB97M-V/def2-TZVPD) on a gas-phase ion, C5H12N (charge +2) in a non-equilibrium geometry.

Each line ends with the natural charge from an NBO analysis.
Cartesian coordinates (Å):
C (-0.57, -2.65, 0.04)  -0.579
C (-1.29, -1.32, -0.31)  -0.333
C (-0.89, -0.15, 0.67)  -0.447
C (0.30, 0.60, 0.11)  0.017
C (0.45, 2.00, 0.14)  0.166
N (1.78, 2.36, -0.40)  -0.710
H (0.53, -2.44, 0.20)  0.234
H (-0.57, -3.36, -0.74)  0.283
H (-0.93, -2.88, 1.02)  0.255
H (-2.36, -1.33, -0.39)  0.310
H (-0.99, -1.00, -1.34)  0.230
H (-0.62, -0.53, 1.61)  0.298
H (-1.84, 0.51, 0.71)  0.274
H (1.06, -0.16, -0.07)  0.260
H (-0.22, 2.82, 0.42)  0.299
H (1.62, 2.71, -1.30)  0.471
H (2.40, 1.59, -0.51)  0.471
H (2.14, 3.23, 0.12)  0.499

- Net charge: +2
- E: -251.620939 hartree
- HOMO energy (alpha / beta): -0.735 / -0.716 Ha
- 2S+1: 2
- Expectation value of S²: 0.7710
- ΔE to the lowest compared entry with this formula, charge and spin: 62.5 kcal/mol

=====

Record 8
ORCA calculation (wB97M-V/def2-TZVPD) on 2 unconnected molecules or ions with the total composition C5H12N2.

Each line ends with the natural charge from an NBO analysis.
Cartesian coordinates (Å):
C (-0.28, 0.72, 0.71)  -0.267
C (0.96, 0.14, 0.58)  -0.148
C (-1.65, -0.97, -0.17)  -0.216
C (-0.76, 1.84, -0.18)  -0.644
C (1.93, 0.46, -0.52)  -0.651
N (0.41, -1.96, -0.32)  -0.550
N (-0.84, -1.98, 0.14)  -0.271
H (0.93, -2.69, 0.17)  0.322
H (-1.04, -2.44, 1.02)  0.369
H (-0.75, 0.68, 1.68)  0.198
H (1.38, -0.35, 1.45)  0.193
H (-1.55, -0.55, -1.16)  0.204
H (-2.61, -0.94, 0.31)  0.197
H (-1.85, 1.92, -0.16)  0.206
H (-0.35, 2.81, 0.14)  0.211
H (-0.47, 1.70, -1.23)  0.209
H (2.80, -0.19, -0.48)  0.214
H (2.26, 1.50, -0.48)  0.204
H (1.46, 0.30, -1.50)  0.219

- Net charge: 0
- E: -307.087562 hartree
- HOMO energy (alpha / beta): -0.287 / -0.287 Ha
- 2S+1: 1
- ΔE to the lowest compared entry with this formula, charge and spin: 89.0 kcal/mol

=====

Record 9
ORCA calculation (wB97M-V/def2-TZVPD) on 2 unconnected molecules or ions with the total composition C5H12N2 in a non-equilibrium geometry.

Each line ends with the natural charge from an NBO analysis.
Cartesian coordinates (Å):
C (-2.54, -0.69, -0.41)  -0.473
C (2.10, -0.99, 0.57)  -0.395
C (1.58, -0.11, -0.36)  0.078
C (1.82, -0.06, -1.72)  -0.279
C (-0.04, 0.68, 1.37)  -0.422
N (0.55, 0.74, 0.07)  -0.607
N (-2.79, 0.56, 0.23)  -0.602
H (-1.44, -0.84, -0.37)  0.205
H (-3.00, -1.59, 0.02)  0.186
H (2.75, -1.80, 0.28)  0.206
H (1.52, -1.16, 1.47)  0.202
H (2.55, -0.68, -2.21)  0.204
H (1.41, 0.79, -2.27)  0.194
H (-0.82, -0.08, 1.47)  0.190
H (0.69, 0.61, 2.18)  0.200
H (-0.55, 1.64, 1.51)  0.224
H (0.04, 1.27, -0.61)  0.398
H (-2.66, -0.63, -1.50)  0.193
H (-2.83, 0.33, 1.23)  0.296

- Net charge: 0
- E: -306.953716 hartree
- HOMO energy: -0.226 Ha
- 2S+1: 1
- ΔE to the lowest compared entry with this formula, charge and spin: 173.0 kcal/mol

=====

Record 10
ORCA calculation (wB97M-V/def2-TZVPD) on a molecular structure, C5H12N2 in a non-equilibrium geometry.

Each line ends with the natural charge from an NBO analysis.
Cartesian coordinates (Å):
C (-0.17, -0.91, -0.26)  0.216
C (-1.25, 1.16, 0.43)  -0.142
C (1.16, -0.52, 0.34)  -0.465
C (1.52, 0.88, -0.17)  -0.673
C (-0.17, -1.90, -1.38)  -0.653
N (-1.23, -0.11, -0.15)  -0.425
N (-1.01, 1.22, 1.84)  -0.857
H (-1.95, -0.26, -0.84)  0.390
H (-1.65, 1.85, 2.31)  0.371
H (-0.04, 1.45, 2.04)  0.351
H (-2.15, 1.68, 0.14)  0.170
H (0.33, 1.48, -0.02)  0.222
H (1.06, -0.49, 1.43)  0.226
H (1.90, -1.27, 0.06)  0.210
H (1.88, 0.85, -1.19)  0.201
H (2.24, 1.38, 0.47)  0.207
H (0.32, -2.82, -1.07)  0.223
H (0.39, -1.53, -2.25)  0.219
H (-1.18, -2.13, -1.72)  0.210

- Net charge: 0
- E: -307.096137 hartree
- HOMO energy (alpha / beta): -0.225 / -0.225 Ha
- 2S+1: 1
- ΔE to the lowest compared entry with this formula, charge and spin: 83.6 kcal/mol

=====

Record 11
ORCA calculation (wB97M-V/def2-TZVPD) on 2 unconnected molecules or ions with the total composition C5H12N2.

Each line ends with the natural charge from an NBO analysis.
Cartesian coordinates (Å):
C (1.24, 1.51, -0.76)  -0.211
C (1.22, 1.63, 0.76)  -0.630
N (0.21, 2.26, -1.45)  -0.838
H (-0.71, 1.90, -1.21)  0.374
H (0.24, 3.23, -1.17)  0.344
H (1.13, 0.46, -1.06)  0.172
H (2.21, 1.86, -1.14)  0.183
H (0.25, 1.33, 1.16)  0.202
H (1.41, 2.66, 1.06)  0.203
H (1.99, 1.00, 1.21)  0.200
C (-0.64, -1.65, 0.68)  -0.520
C (-1.11, -2.96, 0.06)  -0.586
C (-1.39, -0.54, 0.17)  0.310
N (-2.00, 0.35, -0.24)  -0.355
H (0.42, -1.48, 0.46)  0.249
H (-0.76, -1.67, 1.76)  0.249
H (-0.54, -3.79, 0.45)  0.217
H (-0.99, -2.94, -1.02)  0.219
H (-2.17, -3.14, 0.28)  0.218

- Net charge: 0
- E: -307.205151 hartree
- HOMO energy: -0.326 Ha
- SMILES string: CCC#N.CCN
- 2S+1: 1
- ΔE to the lowest compared entry with this formula, charge and spin: 15.2 kcal/mol

=====

Record 12
ORCA calculation (wB97M-V/def2-TZVPD) on a single C5H12N2 molecule in a non-equilibrium geometry.

Each line ends with the natural charge from an NBO analysis.
Cartesian coordinates (Å):
C (-1.01, 0.73, 2.64)  -0.616
C (0.32, 0.48, 1.97)  -0.407
C (0.49, 1.27, 0.67)  -0.388
C (-0.36, 0.83, -0.54)  -0.207
N (-0.21, -0.58, -0.79)  -0.668
C (0.08, -1.06, -2.06)  0.304
N (0.87, -1.99, -2.37)  -0.694
H (-1.81, 0.20, 2.11)  0.203
H (-1.24, 1.80, 2.67)  0.201
H (-1.14, 0.34, 3.65)  0.217
H (1.24, 0.54, 2.55)  0.214
H (0.33, -0.58, 1.67)  0.189
H (0.23, 2.31, 0.88)  0.197
H (1.53, 1.20, 0.35)  0.209
H (0.11, 1.33, -1.39)  0.202
H (-1.37, 1.23, -0.49)  0.177
H (-0.37, -1.31, -0.12)  0.396
H (-0.48, -0.43, -2.78)  0.122
H (1.16, -1.88, -3.34)  0.350

- Net charge: 0
- E: -307.181757 hartree
- HOMO energy: -0.325 Ha
- SMILES string: [H]/N=C/NCCCC
- 2S+1: 1
- ΔE to the lowest compared entry with this formula, charge and spin: 29.9 kcal/mol

=====

What is the formula in the eighth record?
C5H12N2

=====

Which value of ΔE to the lowest compared entry with this formula, charge and spin does entry 6 give?
37.7 kcal/mol

=====

Among the records above, which one has the highest E?
number 7